The following is a quantum chemistry calculation of a cluster of 8 separate species, C22H64FN2O31P7S in total at a distorted geometry, from the Open Molecules 2025 dataset.

Its largest force on an atom is 8.054 eV/A. For the highest occupied orbital energy, the calculation gives -8.965 eV. For the gap between HOMO and LUMO, the calculation gives 7.2 eV. The structure (SMILES) is O=C=NNS(=O)(=O)F.COP(=O)(OC)OC.COP(=O)(OC)OC.COP(=O)(OC)OC.COP(=O)(OC)OC.COP(=O)(OC)OC.COP(=O)(OC)OC.COP(=O)(OC)OC. The LUMO energy comes out at -1.72 eV. For the electronic energy, the calculation gives -6205.79440 Eh.

ORCA input file:
```
! wB97M-V def2-TZVPD RIJCOSX def2/J DEFGRID3
* xyz 0 1
O -0.779 0.671 -5.280
C -0.926 -0.398 -5.653
N -1.288 -1.378 -6.304
N -0.368 -1.771 -7.367
S -0.499 -0.793 -8.718
O 0.140 -1.472 -9.762
O -0.007 0.504 -8.474
F -2.006 -0.695 -8.983
H 0.589 -1.642 -7.052
C -1.780 -4.636 -2.675
O -1.443 -3.270 -2.511
P -0.241 -2.744 -1.470
O 0.836 -2.854 -2.512
O -0.308 -4.077 -0.527
C -1.450 -4.246 0.330
O 0.651 -1.955 -0.308
C 2.034 -1.732 -0.534
H -2.139 -4.749 -3.697
H -0.920 -5.285 -2.522
H -2.595 -4.914 -2.004
H -1.812 -5.269 0.235
H -2.260 -3.566 0.063
H -1.159 -4.072 1.365
H 2.181 -1.075 -1.388
H 2.553 -2.678 -0.669
H 2.442 -1.231 0.346
C -7.430 -4.371 1.165
O -6.464 -3.435 0.715
P -5.398 -2.665 1.745
O -4.362 -3.741 1.681
O -6.364 -2.835 3.053
C -7.578 -2.077 3.148
O -4.524 -1.487 2.513
C -3.219 -1.776 2.995
H -7.588 -5.074 0.348
H -7.088 -4.914 2.044
H -8.382 -3.876 1.366
H -8.378 -2.748 3.459
H -7.853 -1.622 2.193
H -7.459 -1.298 3.899
H -2.540 -2.022 2.183
H -3.260 -2.589 3.719
H -2.856 -0.873 3.484
C -4.424 1.396 -4.412
O -5.772 1.295 -3.975
P -6.337 0.015 -3.094
O -6.036 0.496 -1.721
O -5.210 -1.042 -3.632
C -5.181 -1.422 -5.014
O -7.405 -1.213 -2.831
C -7.677 -1.606 -1.493
H -4.191 2.457 -4.460
H -3.738 0.908 -3.722
H -4.315 0.985 -5.417
H -4.151 -1.372 -5.364
H -5.794 -0.763 -5.634
H -5.536 -2.447 -5.114
H -8.148 -0.799 -0.933
H -6.761 -1.927 -1.008
H -8.372 -2.444 -1.531
C 4.088 -4.945 0.377
O 3.996 -3.916 1.351
P 4.944 -3.864 2.705
O 6.117 -3.132 2.166
O 5.222 -5.478 2.747
C 4.138 -6.382 2.987
O 5.142 -3.749 4.335
C 6.330 -3.154 4.845
H 3.805 -4.503 -0.577
H 5.098 -5.344 0.303
H 3.377 -5.743 0.594
H 4.201 -7.194 2.263
H 3.166 -5.895 2.881
H 4.228 -6.797 3.990
H 6.405 -2.108 4.556
H 7.202 -3.709 4.505
H 6.267 -3.208 5.932
C 7.528 0.981 -2.269
O 7.338 0.856 -3.670
P 5.833 0.812 -4.376
O 5.684 2.286 -4.544
O 5.073 0.255 -3.039
C 5.332 -1.085 -2.585
O 4.586 0.290 -5.340
C 3.698 1.245 -5.906
H 8.472 1.505 -2.128
H 6.728 1.552 -1.801
H 7.620 -0.001 -1.802
H 5.504 -1.058 -1.509
H 6.210 -1.518 -3.069
H 4.461 -1.709 -2.787
H 4.215 1.912 -6.591
H 3.207 1.813 -5.117
H 2.949 0.687 -6.470
C 1.785 3.677 3.617
O 1.564 2.449 2.937
P 2.013 2.207 1.341
O 3.395 1.794 1.777
O 1.980 3.795 0.939
C 0.725 4.458 0.750
O 2.297 1.802 -0.280
C 3.628 1.432 -0.675
H 1.920 3.440 4.671
H 2.671 4.189 3.248
H 0.909 4.322 3.536
H 0.756 5.410 1.282
H -0.112 3.871 1.136
H 0.573 4.652 -0.311
H 3.949 0.518 -0.181
H 4.316 2.250 -0.460
H 3.618 1.245 -1.744
C 1.499 7.507 7.606
O 0.273 6.934 7.175
P -0.526 7.425 5.810
O 0.129 6.543 4.811
O 0.135 8.925 5.838
C -0.186 9.829 6.901
O -1.821 8.023 4.979
C -1.959 7.721 3.596
H 2.042 6.722 8.130
H 2.097 7.860 6.769
H 1.317 8.315 8.315
H 0.739 10.280 7.259
H -0.675 9.323 7.737
H -0.838 10.615 6.523
H -2.091 6.654 3.434
H -1.093 8.088 3.046
H -2.854 8.235 3.248
*
```